1.
Density functional theory data (ωB97M-V/def2-TZVPD) for a cluster of 13 separate species, C65H155BN9O28 in total at a distorted geometry.

Results
* net charge: -1
* LUMO: 1.65 eV
* gap between HOMO and LUMO: 8.72 eV
* molar mass: 1521.80 g/mol

Element x y z (Å)
O 2.5724 -0.1276 2.2524
C 1.6768 -0.0874 1.4171
O 0.5329 -0.8102 1.3945
B -0.3595 -0.2134 0.3431
O 0.4729 0.7476 -0.3473
C 1.6032 0.9318 0.2748
O 2.4444 1.7909 0.0056
O -1.5740 0.5051 0.7909
C -2.6821 -0.0815 0.2844
O -3.8733 0.2696 0.5206
C -2.2272 -1.1630 -0.6949
O -0.9283 -1.2822 -0.5168
O -2.9808 -1.8405 -1.4448
C -3.3439 -0.2451 -8.1974
C -4.0702 0.3997 -7.0203
C -3.2324 1.3517 -6.1216
O -5.2852 1.0496 -7.4945
H -2.5816 -0.9473 -7.8599
H -2.9340 0.4768 -8.9037
H -4.0156 -0.8970 -8.7560
H -4.5288 -0.4027 -6.4424
H -3.7817 1.6233 -5.2201
H -2.9695 2.2632 -6.6584
H -2.3328 0.8513 -5.7632
H -5.3196 2.0043 -7.3998
C 6.1101 -2.4111 -2.5524
C 6.5611 -1.7676 -3.9046
C 5.7715 -0.5149 -4.4374
O 7.8944 -1.3712 -3.7585
H 6.0495 -1.6557 -1.7690
H 6.8030 -3.1751 -2.1999
H 5.1080 -2.8282 -2.6530
H 6.5992 -2.5410 -4.6717
H 5.9095 0.3783 -3.8281
H 4.6882 -0.6260 -4.4847
H 6.1903 -0.3231 -5.4252
H 7.9664 -0.6292 -3.1536
C 1.1640 -7.5014 -0.1273
C 1.1642 -8.9117 0.3570
C 0.1150 -9.3448 1.3391
O 1.0656 -9.7490 -0.7598
H 0.2388 -7.2432 -0.6426
H 2.0351 -7.3475 -0.7641
H 1.2777 -6.7926 0.6929
H 2.1457 -9.1542 0.7645
H 0.3864 -8.8114 2.2500
H 0.0880 -10.4197 1.5180
H -0.8885 -9.1324 0.9703
H 1.7770 -9.5903 -1.3844
C -4.8636 8.0677 -11.4267
O -5.9907 7.7818 -10.5876
C -5.6433 6.9797 -9.4948
C -6.9343 6.6787 -8.6627
N -6.8339 5.9764 -7.3576
C -8.1379 5.6914 -6.7576
C -7.8625 5.0090 -5.3880
O -7.2399 5.8980 -4.4569
C -6.7693 5.4197 -3.2521
H -4.3553 7.1603 -11.7528
H -4.1220 8.7556 -11.0205
H -5.1871 8.4621 -12.3900
H -4.8280 7.3294 -8.8615
H -5.3341 5.9908 -9.8332
H -7.6882 6.1626 -9.2573
H -7.3352 7.6726 -8.4639
H -6.3781 6.5004 -6.6243
H -8.7098 5.1053 -7.4770
H -8.7252 6.5854 -6.5481
H -7.2263 4.1496 -5.5994
H -8.7458 4.6041 -4.8942
H -6.4870 6.2954 -2.6676
H -5.8196 4.9279 -3.4630
H -7.4124 4.7238 -2.7132
C 13.9883 -4.3146 2.7943
O 12.6859 -3.7548 2.8028
C 11.7080 -4.7351 2.5115
C 10.3339 -4.2049 2.8545
N 10.1418 -4.0867 4.2951
C 9.0294 -3.1887 4.5868
C 8.5635 -3.3638 6.0090
O 9.2931 -2.5509 6.9471
C 10.3530 -3.1862 7.6694
H 14.8147 -3.6290 2.9819
H 14.0818 -4.7541 1.8012
H 14.1348 -5.1386 3.4926
H 11.7987 -5.6558 3.0877
H 11.6989 -5.0089 1.4565
H 9.6084 -4.8736 2.3912
H 10.2715 -3.2604 2.3140
H 10.9195 -3.5645 4.6727
H 8.2078 -3.5165 3.9501
H 9.1000 -2.1351 4.3166
H 8.6297 -4.3625 6.4408
H 7.5234 -3.0377 6.0138
H 11.1435 -3.4709 6.9750
H 10.0282 -4.0788 8.2039
H 10.7666 -2.4335 8.3406
C -7.2752 -8.5600 -7.1497
O -8.0924 -7.4801 -6.6955
C -7.5363 -6.2247 -7.1410
C -7.9527 -5.0972 -6.2897
N -9.4021 -4.6594 -6.2513
C -9.4849 -3.4195 -5.4054
C -10.8866 -2.8567 -5.5279
O -11.9233 -3.8047 -5.5663
C -13.2024 -3.1804 -5.4951
H -7.2899 -8.5944 -8.2391
H -7.7209 -9.4803 -6.7724
H -6.2567 -8.4678 -6.7725
H -7.7319 -6.0179 -8.1931
H -6.4483 -6.1924 -7.0847
H -7.3102 -4.3006 -6.6650
H -7.5998 -5.2371 -5.2680
H -9.5391 -4.3261 -7.1948
H -8.8176 -2.6406 -5.7743
H -9.1746 -3.6507 -4.3864
H -10.9704 -2.2622 -6.4376
H -11.0191 -2.1538 -4.7054
H -13.9209 -3.8956 -5.8954
H -13.2960 -2.3376 -6.1800
H -13.4653 -2.8358 -4.4950
C 9.9088 1.6100 -1.8858
O 10.1565 1.6244 -3.2808
C 11.3488 2.1233 -3.6590
C 11.2998 2.3269 -5.1866
N 11.6552 1.0692 -5.8790
C 11.7614 1.1984 -7.3630
C 12.1564 -0.1742 -8.0319
O 12.4050 -0.0106 -9.4230
C 12.6989 -1.1788 -10.0445
H 9.6364 2.6001 -1.5203
H 10.7155 1.1591 -1.3077
H 9.0417 0.9583 -1.7789
H 12.0595 1.3370 -3.4046
H 11.5375 3.0640 -3.1417
H 12.0359 3.0948 -5.4247
H 10.3282 2.7022 -5.5079
H 10.9469 0.3905 -5.6385
H 12.4753 1.9649 -7.6646
H 10.7784 1.5527 -7.6735
H 11.3011 -0.8329 -7.8807
H 12.9909 -0.6272 -7.4967
H 12.7491 -0.7944 -11.0633
H 11.9558 -1.9732 -9.9753
H 13.6946 -1.5355 -9.7808
C -6.2094 7.6454 9.5562
O -5.7712 6.5633 8.7177
C -6.2103 6.7067 7.3919
C -5.7082 5.7441 6.3394
N -5.9903 4.3492 6.6846
C -5.7852 3.4307 5.5450
C -5.6506 2.0193 6.2047
O -4.4542 1.8273 7.0259
C -3.1892 1.9225 6.3962
H -5.9540 7.4836 10.6034
H -7.2965 7.7225 9.5716
H -5.7104 8.5341 9.1696
H -6.0596 7.7182 7.0147
H -7.2960 6.6313 7.4537
H -4.6239 5.8504 6.3057
H -6.1591 6.0166 5.3852
H -5.5100 4.0211 7.5102
H -4.9013 3.6896 4.9621
H -6.6227 3.4254 4.8473
H -5.7861 1.2612 5.4333
H -6.5167 1.8411 6.8421
H -2.9636 1.1557 5.6550
H -2.4487 1.9942 7.1928
H -3.0098 2.8922 5.9319
C 0.7231 6.2936 3.4906
O 1.4990 6.2928 4.7061
C 2.7544 5.6357 4.6650
C 2.8780 4.7747 5.9142
N 4.0993 3.9829 5.9885
C 5.3471 4.7614 6.0044
C 6.5717 3.8696 5.9059
O 7.7466 4.6532 5.6954
C 8.9532 3.9417 6.0893
H 0.5283 5.2950 3.0994
H 1.1857 6.8992 2.7112
H -0.2673 6.7321 3.6127
H 3.4866 6.4427 4.6941
H 2.9633 5.0671 3.7589
H 2.0652 4.0614 6.0507
H 2.6884 5.4663 6.7351
H 4.1901 3.2243 5.3279
H 5.4441 5.1863 7.0034
H 5.4141 5.5560 5.2613
H 6.4875 3.2157 5.0378
H 6.6716 3.2644 6.8070
H 8.9790 2.9110 5.7354
H 9.0551 4.0011 7.1729
H 9.8195 4.5178 5.7643
C -1.6177 6.8281 -3.2053
O -2.2307 8.1132 -3.3370
C -3.5366 8.0671 -3.8485
C -4.2110 9.4091 -3.8612
N -5.6205 9.3445 -4.2864
C -6.2189 10.6635 -4.2012
C -7.7546 10.5834 -4.4143
O -8.4111 9.9125 -3.3562
C -9.7941 9.9199 -3.4968
H -2.2093 6.2263 -2.5154
H -0.6779 6.9254 -2.6618
H -1.4943 6.2376 -4.1132
H -4.2214 7.3946 -3.3319
H -3.4519 7.6221 -4.8399
H -3.6001 10.1037 -4.4378
H -4.2070 9.7237 -2.8176
H -6.2195 8.7184 -3.7674
H -5.7352 11.2596 -4.9751
H -6.1271 11.1141 -3.2130
H -7.9679 10.0526 -5.3422
H -8.1465 11.5960 -4.5096
H -10.1589 9.3361 -4.3419
H -10.2158 10.9058 -3.6930
H -10.2383 9.4277 -2.6317
C 2.9934 -10.8650 12.5731
O 3.0143 -9.4922 12.8178
C 4.0735 -8.9331 12.0836
C 3.9977 -7.3961 12.1000
N 2.6453 -6.7982 11.7347
C 2.5135 -6.9078 10.2464
C 1.1450 -6.3118 9.7233
O 0.9130 -6.4998 8.3070
C 1.8295 -5.8616 7.4541
H 2.3537 -11.3633 13.3015
H 3.9653 -11.3586 12.5733
H 2.3928 -10.9824 11.6712
H 4.1409 -9.3886 11.0956
H 4.9643 -9.1685 12.6659
H 4.7610 -6.8627 11.5334
H 4.1915 -7.0790 13.1247
H 1.8920 -7.2980 12.1851
H 2.6666 -7.9357 9.9178
H 3.3233 -6.3172 9.8181
H 1.0424 -5.2528 9.9602
H 0.3333 -6.7948 10.2673
H 2.8302 -6.2872 7.5291
H 1.9159 -4.7872 7.6164
H 1.5266 -5.9088 6.4080
C -5.7987 -7.6731 -0.4750
C -6.4249 -6.9161 0.7520
C -5.3891 -6.5021 1.8111
O -5.9823 -5.7838 2.8844
C -5.0636 -5.4212 3.9519
N -6.9085 -5.6539 0.2156
H -5.1433 -8.4776 -0.1412
H -5.1324 -6.9483 -0.9428
H -6.5545 -8.0661 -1.1550
H -7.1414 -7.5239 1.3045
H -4.6320 -5.8195 1.4252
H -4.9309 -7.4320 2.1479
H -4.8719 -6.2455 4.6387
H -5.4837 -4.6485 4.5957
H -4.1038 -5.0759 3.5676
H -6.2030 -5.1347 -0.2872
H -7.0698 -5.1032 1.0468

Here are the Löwdin charges for atoms 1 to 99, given in e:
1. O 0.114
2. C -0.349
3. O 0.207
4. B -0.858
5. O 0.246
6. C -0.382
7. O 0.106
8. O 0.206
9. C -0.312
10. O 0.075
11. C -0.351
12. O 0.220
13. O 0.077
14. C -0.068
15. C -0.451
16. C -0.046
17. O -0.083
18. H 0.075
19. H 0.076
20. H 0.071
21. H 0.127
22. H 0.074
23. H 0.075
24. H 0.077
25. H 0.068
26. C -0.049
27. C -0.469
28. C -0.041
29. O -0.073
30. H 0.073
31. H 0.070
32. H 0.071
33. H 0.127
34. H 0.072
35. H 0.071
36. H 0.071
37. H 0.066
38. C -0.057
39. C -0.552
40. C -0.049
41. O -0.059
42. H 0.091
43. H 0.080
44. H 0.083
45. H 0.130
46. H 0.084
47. H 0.080
48. H 0.082
49. H 0.086
50. C -0.106
51. O -0.177
52. C -0.240
53. C -0.180
54. N -0.070
55. C -0.206
56. C -0.193
57. O -0.215
58. C -0.127
59. H 0.081
60. H 0.085
61. H 0.081
62. H 0.121
63. H 0.113
64. H 0.115
65. H 0.107
66. H 0.094
67. H 0.115
68. H 0.108
69. H 0.113
70. H 0.117
71. H 0.080
72. H 0.087
73. H 0.092
74. C -0.112
75. O -0.177
76. C -0.251
77. C -0.228
78. N -0.041
79. C -0.224
80. C -0.205
81. O -0.207
82. C -0.104
83. H 0.086
84. H 0.082
85. H 0.082
86. H 0.122
87. H 0.122
88. H 0.123
89. H 0.120
90. H 0.096
91. H 0.116
92. H 0.128
93. H 0.117
94. H 0.117
95. H 0.070
96. H 0.082
97. H 0.085
98. C -0.116
99. O -0.173

---

2.
Density functional theory data (ωB97M-V/def2-TZVPD) for a structure of composition C5H6N at a distorted geometry.

Results
* net charge: +1
* LUMO: -5.83 eV
* gap between HOMO and LUMO: 8.62 eV
* energy relative to the best compared isomer or geometry (same formula, charge and spin): 190.15 kcal/mol
* molar mass: 80.11 g/mol

Element x y z (Å)
C -1.6214 0.2873 -0.2410
C -0.9491 1.2903 -0.8959
C 1.3686 0.2473 -0.5467
C 0.9426 -0.9030 0.2239
C -0.3457 -0.0514 0.4970
N 0.2801 0.9484 -0.3321
H -2.7183 -0.0783 -0.3647
H -1.2158 2.0454 -1.7065
H 2.1844 0.6740 -0.9870
H 0.7485 -1.6060 -0.6290
H 1.4587 -1.1662 1.1065
H -0.6495 0.5557 2.3319

Quick look at the Löwdin charges, all values in e:
1. C 0.038
2. C 0.003
3. C 0.087
4. C -0.021
5. C -0.174
6. N 0.003
7. H 0.160
8. H 0.164
9. H 0.134
10. H 0.178
11. H 0.120
12. H 0.308

---

- Look up the gap between HOMO and LUMO of the first one.
  8.72 eV